Record 1
20
Properties=species:S:1:pos:R:3:forces:R:3 method="wB97M-V/def2-TZVPD" total_charge=-1 total_energy_ev=-128265.4474 lumo_ev="2.3 / 0.9" multiplicity=3 orbital_gap_ev="7.27 / 6.45"
W 0.272220 2.112262 0.684048 1.1 -1.2 -2.2
S 2.082608 3.644118 1.366353 -0.1 -0.1 0.0
As 0.290920 4.826962 1.846743 0.1 0.7 0.0
S -0.322367 1.210974 2.455559 -0.5 -0.4 1.1
S -0.794318 4.131785 0.022433 -0.4 0.2 0.4
S 0.403229 6.879943 2.238340 0.1 -0.2 -0.1
O 2.828870 -0.743803 -0.978539 -0.1 0.0 0.1
C 1.773909 -0.261890 -0.618510 0.1 -0.1 -0.4
O 1.670459 1.006712 -0.299345 -0.3 0.8 0.9
C 0.532146 -1.103939 -0.578737 -0.2 -0.1 0.0
C 0.730811 -2.479947 -0.450252 0.0 0.1 0.0
C -0.327278 -3.366690 -0.455894 0.0 0.0 0.0
C -1.617379 -2.877617 -0.617371 0.0 0.0 0.0
C -1.831228 -1.519330 -0.757127 0.0 0.0 0.0
C -0.770818 -0.607586 -0.731754 0.1 0.0 0.0
S -1.221507 1.094660 -0.923028 0.2 0.2 0.1
H 1.751230 -2.825499 -0.355615 0.0 0.0 0.0
H -0.152176 -4.428917 -0.342777 0.0 0.0 0.0
H -2.462352 -3.555347 -0.629039 0.0 0.0 0.0
H -2.836979 -1.136851 -0.875488 0.0 0.0 0.0



Record 2
13
Properties=species:S:1:pos:R:3:forces:R:3 method="wB97M-V/def2-TZVPD" smiles=CCS.SS total_charge=0 total_energy_ev=-34709.1549 lumo_ev=0.2 multiplicity=1 orbital_gap_ev=8.96
S -1.701571 1.199512 0.142608 0.1 -0.2 0.0
S -2.060837 -0.847818 0.138078 0.2 -0.1 0.0
H -2.345817 1.399800 1.295684 -0.2 0.1 0.0
H -2.500812 -0.957343 -1.123129 -0.2 0.2 0.0
C 2.185726 1.506340 -0.140718 0.0 0.4 0.0
C 2.047883 0.179480 -0.844745 0.3 -0.5 0.1
S 1.975869 -1.270001 0.256905 0.0 0.0 0.0
H 3.178314 1.595227 0.296636 0.1 0.0 0.0
H 1.472015 1.673260 0.663508 -0.2 -0.1 -0.1
H 2.070179 2.297983 -0.885908 0.0 0.1 0.1
H 1.219518 0.131601 -1.544185 -0.2 0.1 0.0
H 2.957178 0.011931 -1.421420 -0.1 0.0 -0.2
H 0.651153 -1.268598 0.454617 0.0 0.0 0.0



Record 3
18
Properties=species:S:1:pos:R:3:forces:R:3 method="wB97M-V/def2-TZVPD" total_charge=+1 total_energy_ev=-9799.7742 lumo_ev=-8.6 multiplicity=1 orbital_gap_ev=4.32
C 1.364037 -1.197646 0.925086 -1.3 -1.8 -1.1
C 0.121107 -0.853698 0.113727 -1.1 -1.8 -0.6
C -0.359548 0.573331 0.082335 5.3 2.6 3.7
C -1.866809 0.627326 -0.764448 -0.2 0.9 -3.6
N -1.045847 1.033426 -1.854238 -2.4 -1.5 1.6
C 0.100525 1.433039 -1.094811 0.3 0.5 1.1
N -0.197411 1.049605 1.383879 -1.2 -0.7 -0.8
N 1.571584 -2.598705 0.846614 -3.2 4.3 -0.8
H 2.112369 -0.491942 0.547904 1.2 -0.3 0.6
H 1.144833 -0.692472 1.971753 0.4 -0.1 -0.1
H 0.268409 -1.301835 -0.859138 -0.1 0.2 -0.6
H -0.689502 -1.446548 0.550672 0.0 0.1 0.0
H -2.140291 1.433735 -0.107722 -0.1 0.3 0.4
H 0.302730 2.529621 -0.896233 -0.7 -0.8 -0.3
H 1.081534 1.141290 -1.525003 -0.6 -0.4 -0.2
H -2.672277 -0.133166 -0.860127 0.7 0.5 -0.4
H -0.135459 2.080772 1.608203 0.2 -1.4 -0.8
H 2.273495 -3.003855 1.364563 2.9 -0.7 1.7



Record 4
7
Properties=species:S:1:pos:R:3:forces:R:3 method="wB97M-V/def2-TZVPD" smiles="NC(=O)N=O" total_charge=0 total_energy_ev=-8142.1326 lumo_ev=-1.0 multiplicity=1 orbital_gap_ev=8.50
C 0.376373 0.143562 0.612087 -1.1 -2.0 -1.9
N -0.375011 -1.219140 0.803141 -0.7 0.1 -0.7
N 0.065904 0.594673 -0.634501 -0.8 -1.3 1.9
O 1.188676 0.392170 1.435671 0.5 1.0 0.3
O -1.046922 -1.471532 -0.161334 0.2 -0.4 1.1
H -0.749683 0.198737 -1.107994 0.8 0.3 0.3
H 0.540663 1.361530 -0.947069 1.1 2.3 -1.1



Record 5
91
Properties=species:S:1:pos:R:3:forces:R:3 method="wB97M-V/def2-TZVPD" total_charge=+2 total_energy_ev=-87339.4311 lumo_ev="-5.8 / -8.9" multiplicity=5 orbital_gap_ev="6.91 / 4.43"
Rh 13.995817 11.988781 11.379314 0.4 0.0 -0.2
O 16.409292 11.729115 13.012564 -0.3 -0.3 -0.5
C 17.482438 11.073792 12.425724 0.4 0.7 0.8
C 18.681934 10.755930 13.092334 -0.2 0.4 0.1
C 19.731282 10.294996 12.335874 1.3 -1.0 0.1
C 19.664028 10.061137 10.957773 -1.2 -0.3 1.4
C 18.448376 10.212862 10.365446 -0.9 0.7 -1.3
C 17.355080 10.834639 11.063643 1.2 -1.1 -0.4
P 15.964285 11.410769 10.130786 -0.7 0.8 -0.7
C 16.617852 12.860603 9.190020 0.6 -0.9 -0.5
C 17.597856 12.559304 8.186690 -1.2 0.1 1.4
C 18.349390 13.567750 7.689085 -0.2 1.2 -0.1
C 18.101370 14.897842 8.101455 0.2 0.1 -0.2
C 17.215179 15.232484 9.104431 -0.8 -1.7 -0.3
C 16.417143 14.162029 9.621113 1.0 0.6 -0.1
C 15.538645 10.116253 8.922808 -0.3 -0.7 -0.9
C 15.661771 8.731268 9.203666 0.3 0.1 1.6
C 15.318351 7.750395 8.273126 0.7 0.6 1.5
C 14.776062 8.103166 7.056653 0.6 -0.7 -0.4
C 14.598405 9.416722 6.738533 -0.3 3.3 1.2
C 14.971006 10.453727 7.676688 0.2 -1.7 -0.2
C 16.159419 12.077268 14.325641 0.8 0.6 0.3
C 17.138025 12.683861 15.134330 0.7 -0.3 -1.3
C 16.784433 13.146816 16.387023 -0.4 -0.1 -0.5
C 15.470861 13.015516 16.799843 -0.4 0.5 1.7
C 14.511100 12.371455 16.032697 1.2 1.3 -0.3
C 14.821773 11.993447 14.741795 0.2 -1.1 -0.8
P 13.616707 11.223971 13.576155 0.6 -0.4 1.1
C 13.869152 9.440211 13.785880 0.4 0.6 0.9
C 14.366236 8.899465 14.980984 0.0 -0.7 -0.1
C 14.416331 7.511728 15.126303 0.0 0.1 -0.7
C 13.983957 6.676665 14.089169 -0.6 0.5 -0.2
C 13.487862 7.245697 12.886083 1.0 -1.0 0.8
C 13.465928 8.613215 12.757131 -0.5 0.2 -0.9
C 11.941472 11.530355 14.220913 0.7 0.5 0.1
C 11.501494 12.842953 14.456118 -0.6 -0.5 0.5
C 10.199217 13.064709 14.880961 0.1 -0.4 -0.1
C 9.299614 12.009308 14.939238 -0.7 -0.2 0.2
C 9.744859 10.729570 14.724946 0.1 -1.8 0.2
C 11.095966 10.464885 14.456369 -1.1 0.8 -0.7
H 18.862770 10.935708 14.153155 -0.4 -0.2 -0.4
H 20.661698 9.933039 12.811214 -0.6 0.7 0.0
H 20.463632 9.575035 10.474416 0.8 -0.2 -0.6
H 18.369669 9.903544 9.286577 -0.3 0.5 1.2
H 17.742160 11.548634 7.855513 0.1 -0.3 -0.1
H 19.112519 13.339030 6.973202 0.2 0.2 -0.4
H 18.565877 15.713084 7.574536 0.6 0.1 0.0
H 17.125883 16.266277 9.418685 -0.3 -0.2 0.0
H 15.699001 14.338650 10.394861 -0.3 0.2 0.3
H 16.007077 8.416683 10.236746 -0.2 0.4 -1.4
H 15.544644 6.724026 8.547182 -0.3 0.1 -0.2
H 14.667666 7.303373 6.351886 -0.6 -0.1 -0.5
H 14.085629 9.847655 5.875313 0.4 -0.8 -0.2
H 14.856827 11.491392 7.408977 -0.1 0.2 -0.2
H 18.163653 12.850504 14.709166 -1.2 -0.2 0.6
H 17.507589 13.656036 16.985817 0.3 0.2 0.3
H 15.157865 13.486560 17.766911 0.4 -0.7 -0.9
H 13.529692 12.403456 16.390581 -1.5 -0.4 0.4
H 14.718087 9.453658 15.849552 -0.2 0.4 -0.5
H 14.835901 7.120844 16.045023 -0.2 -0.2 -0.1
H 13.939683 5.603743 14.261811 0.2 0.2 -0.3
H 13.238253 6.626005 12.025480 -0.2 0.0 0.4
H 13.051523 9.052079 11.836741 0.3 -0.1 0.4
H 12.189223 13.656554 14.460406 0.5 0.5 -0.3
H 9.864984 14.017049 15.226352 0.0 0.7 -0.1
H 8.241300 12.126428 15.203320 0.5 0.3 -0.1
H 9.063138 9.853639 14.829502 0.5 0.9 -0.1
H 11.426647 9.472181 14.281096 0.2 -0.8 0.1
S 9.654171 12.284474 10.412372 0.1 0.2 0.2
C 10.069224 10.754199 9.718814 1.3 -0.6 -0.7
C 9.273453 9.907760 8.922927 0.9 0.4 -0.2
C 9.878799 8.812203 8.281477 0.1 0.7 0.7
C 11.268820 8.578757 8.473491 -0.2 -0.2 0.0
C 12.090308 9.436935 9.176974 -0.4 0.2 0.8
C 11.483812 10.533402 9.818243 -0.7 1.5 0.1
N 12.137304 11.626554 10.416322 -0.1 -1.6 -0.4
C 11.323299 12.602605 10.768301 -0.3 1.2 0.1
C 11.867177 13.846550 11.356336 -1.5 0.0 0.3
C 11.040060 14.977003 11.701160 -1.1 -2.4 -1.7
C 11.545105 16.029966 12.312530 0.7 2.1 1.4
C 12.938897 16.058174 12.650802 -0.5 1.0 0.2
C 13.781980 15.045873 12.272537 -0.8 0.5 -0.2
C 13.261119 13.877362 11.672525 0.5 -0.1 -0.3
H 8.302959 10.316815 8.712080 -0.6 -0.7 -0.1
H 9.323499 8.134691 7.620280 0.1 0.5 0.4
H 11.688914 7.683924 8.028241 0.1 0.2 -0.1
H 13.157832 9.312630 9.348418 -0.2 -0.3 -0.4
H 9.997470 15.044333 11.411643 -0.1 -0.5 -0.1
H 10.879570 16.896696 12.544477 0.8 -0.8 -0.1
H 13.240973 16.983564 13.174083 0.4 -0.8 -0.4
H 14.829837 15.210100 12.369476 0.7 -0.3 0.4



Record 6
9
Properties=species:S:1:pos:R:3:forces:R:3 method="wB97M-V/def2-TZVPD" smiles="C=CN=[N+]([O-])[O-]" total_charge=-1 total_energy_ev=-9194.9325 lumo_ev=4.5 multiplicity=1 orbital_gap_ev=8.10
C 0.129228 -0.349137 -0.388974 1.6 -0.3 -3.1
C -0.612539 0.297854 0.512010 -1.3 0.6 1.3
N -1.987183 -0.040414 0.731308 2.1 -0.1 -1.0
N -2.607093 0.617867 1.669187 1.3 -0.2 0.0
O -3.805268 0.339911 1.799579 -0.4 0.6 0.6
O -1.981199 1.438214 2.397913 -0.9 0.1 0.2
H 1.087883 0.140619 -0.730157 -0.8 -0.6 1.0
H -0.117806 -1.140524 -1.205711 -0.4 1.3 2.0
H -0.092019 1.135756 1.112778 -1.2 -1.3 -1.0



Record 7
72
Properties=species:S:1:pos:R:3:forces:R:3 method="wB97M-V/def2-TZVPD" total_charge=-1 total_energy_ev=-79910.5835 lumo_ev=2.3 multiplicity=1 orbital_gap_ev=7.38
C 1.919685 2.670674 -2.993427 -0.6 0.0 -0.4
C 1.620660 2.659143 -1.511355 0.0 0.7 1.5
H 2.423550 3.603492 -3.311342 -0.2 -0.4 0.3
H 0.967828 2.625309 -3.555719 0.4 -0.2 0.0
H 2.548899 1.831219 -3.321103 -0.3 0.2 0.3
C 1.524873 3.854477 -0.868785 0.3 -1.6 -0.7
C 1.416923 5.161106 -1.567102 0.0 0.5 -0.2
H 1.590900 3.892164 0.208609 -0.4 -0.1 0.2
H 0.782295 5.094310 -2.451795 0.0 0.0 -0.1
H 2.377088 5.576371 -1.883737 0.1 0.0 0.0
H 0.966630 5.895188 -0.901924 -0.1 0.1 0.1
Be 1.141390 -1.164290 -1.590361 -0.9 1.8 4.4
Cl 2.360234 -2.129166 -0.390708 0.0 -0.1 0.0
Cl -0.958098 -1.849170 -0.882916 0.2 1.2 0.4
H -1.776617 -5.628790 2.741457 -0.1 -0.1 0.1
H 0.029657 -6.056961 0.798541 0.0 0.2 0.0
C -2.078473 -4.867624 2.018982 0.2 0.2 0.0
C -0.216753 -5.063937 0.392007 -0.2 0.2 0.1
N -0.920170 -4.272005 1.392626 0.1 -0.2 0.0
H -2.617472 -4.072611 2.531970 -0.1 -0.2 0.0
C -0.462081 -3.083620 1.868227 0.4 0.1 -0.1
O -0.943407 -2.503061 2.831122 0.1 -0.3 -0.2
H 0.708027 -4.551373 0.096717 -0.3 -0.1 0.1
H 0.391196 -2.671125 1.281627 -0.3 -0.3 0.4
H -2.706427 -5.338279 1.263017 -0.1 0.0 -0.1
H -0.850686 -5.218162 -0.497347 0.2 0.1 0.3
H -1.451692 2.512735 -1.258700 -0.1 -0.2 0.0
H -0.609273 3.720132 0.569304 -0.2 -0.1 0.3
C -2.278547 2.059261 -0.706648 0.1 0.1 0.1
C -1.508148 3.472894 1.153716 0.1 -0.5 -0.2
N -1.990888 2.163669 0.716305 -0.7 0.0 -0.1
H -2.365142 1.000565 -0.962635 0.1 0.3 -0.1
C -2.684242 1.297960 1.529061 0.0 0.6 0.2
O -3.520244 0.504147 1.118962 0.4 0.1 0.0
H -1.253063 3.461735 2.215559 -0.1 0.0 -0.1
H -2.398421 1.347496 2.601628 -0.3 0.2 -0.7
H -3.216991 2.583089 -0.942245 0.0 -0.1 -0.1
H -2.252645 4.260241 0.958146 0.0 -0.2 0.1
O 0.391660 0.514420 -0.901051 0.5 -0.8 -0.4
C 1.509956 1.295706 -0.701467 1.6 -0.4 -0.7
C 0.951927 1.584828 1.768543 -0.1 0.3 0.1
C 1.910185 1.558393 0.757920 -0.2 -0.1 0.2
H -0.030648 1.159940 1.562588 0.3 0.3 -0.1
C 1.228222 2.191129 3.001674 0.4 -0.2 0.1
H 2.326083 0.670660 -1.111324 0.7 0.7 0.2
C 3.234328 1.865910 1.100011 0.2 0.4 0.4
H 0.423039 2.338231 3.727651 0.4 -0.2 -0.2
C 2.530801 2.596577 3.308771 0.1 0.1 -0.2
C 3.554279 2.391679 2.361308 -0.3 -0.1 0.1
H 4.032666 1.722159 0.370577 -0.2 0.1 0.0
H 2.752058 3.053563 4.287298 -0.1 -0.2 -0.6
H 4.591729 2.665539 2.618199 -0.6 -0.2 -0.2
Si -0.946705 -1.984418 -3.010370 -0.3 -2.6 -2.3
Cl 1.715470 -0.684610 -3.200486 0.2 -0.1 -2.8
C -2.778662 -1.689247 -3.118243 -1.1 0.3 0.1
C -0.125820 -3.686507 -2.727578 0.7 -0.3 -0.3
C -0.655690 -2.002264 -4.999226 0.5 1.2 0.2
H -3.197437 -1.066315 -2.303308 0.3 -0.3 -0.4
H -3.279235 -2.674785 -3.044845 0.2 0.3 0.0
H -3.063512 -1.255330 -4.089251 0.1 -0.1 0.3
H -1.273929 -1.239092 -5.506859 0.3 -0.2 0.2
H -0.950007 -2.984072 -5.427240 -0.1 0.3 0.7
H 0.394464 -1.829003 -5.287581 -0.4 -0.1 0.1
H 0.556903 -3.754346 -1.851669 -0.6 0.2 -0.7
H 0.464263 -3.992770 -3.598219 -0.2 0.0 0.0
H -0.921633 -4.423765 -2.580740 0.0 0.0 0.0
C 0.452329 -1.155047 5.214284 1.0 -0.7 0.5
C -0.417862 -0.263255 4.509250 -2.5 2.4 -1.6
N -1.152429 0.482351 3.982056 2.1 -2.0 1.9
H 1.376752 -1.327577 4.636916 -0.4 0.1 0.2
H -0.044896 -2.120835 5.366223 0.1 0.3 -0.1
H 0.730995 -0.735052 6.196455 -0.2 -0.1 -0.4



Record 8
9
Properties=species:S:1:pos:R:3:forces:R:3 method="wB97M-V/def2-TZVPD" total_charge=0 total_energy_ev=-17312.6681 lumo_ev="0.2 / -0.6" multiplicity=1 orbital_gap_ev="8.49 / 7.58"
C 0.403699 1.116601 -0.515666 0.2 -1.2 0.1
N -0.212333 1.127850 -1.810886 -0.9 0.4 2.1
F -0.047469 2.044142 0.357330 0.1 -0.5 -1.1
F 1.763084 1.144178 -0.532194 -1.2 0.3 -0.5
P 0.254721 -1.346382 1.060362 -1.2 0.7 -1.2
H 0.252513 0.554256 -2.523963 -0.6 0.2 0.7
H -1.284101 1.081011 -1.716415 2.6 -0.2 -0.5
H 1.003270 -0.920412 2.136373 0.6 0.4 0.5
H 1.354597 -1.678666 0.270012 0.5 -0.1 -0.1